No. 1
C19H22FeNO7S | ωB97M-V/def2-TZVPD

Results
Lowest unoccupied orbital energy (spin up / spin down), Ha: 0.013 / -0.085
Expectation value of S²: 8.76
Multiplicity: 6
E_tot, Ha: -2980.56198
E_HOMO (spin up / spin down), eV: -8.65 / -8.67
Kohn-Sham gap (spin up / spin down), Ha: 0.3306 / 0.2338

Each line ends with the Mulliken charge.
Geometry (Å):
Fe: 1.342814 -0.209264 -1.566464  0.383
C: 4.159509 -0.508174 6.563318  -1.409
C: 3.802949 -0.555898 5.103977  0.977
C: 2.591984 -1.104840 4.685488  -0.822
C: 2.227474 -1.081498 3.351314  -0.704
C: 3.098460 -0.520933 2.427041  0.050
C: 4.320147 0.009259 2.811424  -0.405
C: 4.667710 -0.019751 4.150781  -0.681
S: 2.488577 -0.253612 0.795789  2.053
O: 1.643570 -1.379075 0.402459  -0.848
O: 3.584854 -0.029790 -0.140395  -0.746
N: 1.502240 0.998504 0.932246  -0.203
C: 2.014005 2.261084 0.871173  -0.476
C: 2.028797 2.843616 -0.812674  0.491
O: 2.010886 4.042781 -0.824896  -0.548
O: 2.111461 1.918635 -1.620947  -0.326
H: 3.531095 -1.178622 7.146560  0.358
H: 4.014435 0.505537 6.942035  0.299
H: 5.203477 -0.777204 6.722603  0.370
H: 1.922901 -1.548498 5.411923  0.323
H: 1.288803 -1.493648 3.003580  0.450
H: 4.987784 0.416619 2.062428  0.460
H: 5.622670 0.382308 4.466263  0.379
H: 3.076233 2.391229 1.103580  0.223
H: 1.374414 2.993760 1.351772  0.443
O: 3.160555 -0.252555 -2.945262  -0.576
H: 3.791836 -0.228362 -2.208221  0.404
H: 3.182291 0.637299 -3.324762  0.364
C: -6.867867 -0.325609 -2.854780  -1.447
C: -5.374913 -0.335061 -2.672821  0.505
C: -4.759622 0.487928 -1.742051  -0.959
C: -3.380575 0.502158 -1.573080  0.703
C: -2.799595 1.412124 -0.521871  -1.464
C: -2.592383 -0.356408 -2.359196  0.886
C: -3.200671 -1.231058 -3.278877  1.090
C: -2.416967 -2.201035 -4.121433  -1.492
C: -4.580079 -1.189316 -3.424410  -0.867
C: -1.104920 -0.321281 -2.231492  0.916
O: -0.405299 -1.367863 -2.327910  -0.858
O: -0.518274 0.783264 -2.013461  -0.782
H: -7.321471 0.529769 -2.356058  0.361
H: -7.308496 -1.233679 -2.437670  0.298
H: -7.127591 -0.287821 -3.913192  0.361
H: -5.366835 1.146079 -1.130220  0.289
H: -3.595256 1.825423 0.096934  0.384
H: -2.247683 2.229002 -0.982848  0.254
H: -2.095582 0.876341 0.115247  0.272
H: -1.588424 -1.711783 -4.630919  0.313
H: -3.064961 -2.666049 -4.863649  0.384
H: -1.981053 -2.976197 -3.492872  0.234
H: -5.053414 -1.847812 -4.145501  0.335

Cartesian forces (eV/Å) of the 3 atoms listed first:
Fe -1.01 0.70 -1.04
C 0.00 0.01 -0.07
C -0.01 -0.02 0.02

No. 2
C19H22N2O2 | ωB97M-V/def2-TZVPD

Results
Lowest unoccupied orbital energy, Ha: 0.023
SMILES string: Cc1ccc(C)c(NC(=O)CN(C)C(=O)Cc2ccccc2)c1
E_tot, Ha: -997.25461
E_HOMO, eV: -8.12
Kohn-Sham gap, Ha: 0.3219

Each line ends with the Mulliken charge.
Geometry (Å):
C: -4.694292 -0.557334 4.165577  -1.577
C: -3.339061 -0.073255 3.747105  0.836
C: -2.775064 1.049182 4.338065  -0.771
C: -1.527848 1.495368 3.941036  -0.766
C: -0.805055 0.848759 2.950284  0.921
C: 0.556064 1.344107 2.557723  -1.426
C: -1.377615 -0.281450 2.349701  0.433
N: -0.651384 -0.930252 1.342211  0.105
C: -0.970505 -2.030798 0.630809  0.868
O: -1.963347 -2.719609 0.747332  -0.673
C: 0.090874 -2.327927 -0.443509  -1.440
N: -0.033871 -1.392865 -1.551615  0.211
C: -1.021895 -1.727549 -2.553476  -1.202
C: 0.671489 -0.243723 -1.495957  0.647
O: 1.302012 0.057931 -0.491027  -0.789
C: 0.692026 0.644565 -2.730879  -0.729
C: 2.130954 0.903025 -3.095400  0.353
C: 2.879808 1.837196 -2.392653  -0.199
C: 4.211597 2.043414 -2.704559  -0.618
C: 4.808105 1.320258 -3.723388  -0.429
C: 4.067934 0.385139 -4.425895  -0.617
C: 2.737504 0.174421 -4.109491  -0.376
C: -2.630473 -0.729155 2.752472  -0.777
H: -4.889018 -1.550646 3.770314  0.332
H: -4.772942 -0.586866 5.250874  0.368
H: -5.465322 0.118029 3.793975  0.299
H: -3.311930 1.574690 5.114495  0.399
H: -1.101204 2.368054 4.415181  0.326
H: 1.321962 0.609745 2.809470  0.353
H: 0.623677 1.541206 1.487973  0.253
H: 0.785208 2.265474 3.087263  0.371
H: 0.210020 -0.464634 1.063812  0.023
H: -0.052719 -3.342297 -0.818833  0.549
H: 1.093906 -2.229073 -0.021416  0.382
H: -1.575372 -0.844885 -2.870909  0.449
H: -0.561883 -2.202042 -3.425284  0.281
H: -1.734014 -2.423058 -2.112336  0.431
H: 0.202163 1.585256 -2.467841  0.278
H: 0.174229 0.188656 -3.570292  0.583
H: 2.418220 2.395594 -1.592639  0.319
H: 4.785853 2.771581 -2.150864  0.377
H: 5.847173 1.483353 -3.968632  0.374
H: 4.527590 -0.184302 -5.220588  0.373
H: 2.165320 -0.560116 -4.659600  0.337
H: -3.048874 -1.603164 2.281414  0.557

Cartesian forces (eV/Å) of the 3 atoms listed first:
C -0.01 0.05 -0.03
C 0.16 0.14 0.04
C -0.06 -0.05 0.01

No. 3
C19H22N2O4S | ωB97M-V/def2-TZVPD

Results
Lowest unoccupied orbital energy, Ha: 0.012
E_tot, Ha: -1545.17992
E_HOMO, eV: -8.56
Kohn-Sham gap, Ha: 0.3265

Each line ends with the Mulliken charge.
Geometry (Å):
C: 0.145239 -3.134593 0.272723  -1.067
C: 1.408592 -2.611642 -0.146060  0.333
C: 2.285925 -1.746076 0.781541  -1.578
N: 3.062429 -0.916668 0.121929  0.452
C: 4.281868 -1.501306 -0.325685  0.771
O: 4.589274 -2.528412 0.147302  -0.532
C: 5.036097 -0.447373 -0.728081  -0.918
H: 6.114509 -0.691846 -1.110976  0.451
H: 4.668594 -0.049509 -1.974274  0.278
S: 5.237365 1.158529 0.077475  -0.110
C: 3.403778 1.711063 0.033097  0.095
C: 2.891551 2.913055 -0.127406  -0.839
C: 1.665914 2.888945 -0.248529  1.052
C: 0.767083 2.100565 -0.189608  -0.305
C: 1.199961 0.688211 -0.314058  0.445
C: 2.497195 0.402824 0.092258  -0.297
H: 0.543417 -0.269869 -0.241921  -0.175
C: -0.735815 2.275221 -0.390493  0.007
O: -0.938026 3.005813 -1.553797  -0.698
N: -1.604573 2.092513 0.641468  0.323
C: -1.356553 1.238177 1.600026  -0.831
H: -0.365060 1.108792 1.888585  0.395
C: -2.159616 0.065752 1.721625  -1.256
H: -1.610310 -0.863463 2.102165  0.170
H: -2.991116 0.177159 2.120608  0.716
C: -2.663991 -0.263747 0.263836  1.047
C: -3.625338 0.721852 -0.144131  -0.567
C: -2.952622 2.395810 0.254465  -1.587
H: -3.178934 2.951702 -0.382619  0.939
H: -3.405982 2.564544 1.283059  0.260
H: -3.751863 0.993272 -1.274496  0.280
H: -4.644673 0.753373 0.196688  0.374
O: -3.466923 -1.446034 0.306105  -0.659
C: -3.424854 -2.195747 -1.020989  -0.467
H: -3.240825 -3.201314 -0.865241  0.377
C: -2.189485 -1.122234 -1.638268  -0.666
H: -2.548789 -0.707532 -2.690840  0.327
O: -1.707413 -0.492713 -0.384938  0.006
H: -1.452459 -1.943669 -1.997058  0.296
H: -4.455734 -1.806212 -1.454948  0.243
H: -1.487557 1.753855 2.740837  0.273
H: 1.140946 4.158147 0.064703  0.038
H: 3.611313 3.581893 0.056937  0.602
H: 1.483303 -1.458884 1.591051  0.260
H: 2.684964 -2.492448 1.238276  0.733
H: 1.830752 -2.811322 -1.141180  0.296
H: -0.393378 -3.839494 -0.460384  0.254
H: -0.198170 -3.158954 1.209236  0.460

Cartesian forces (eV/Å) of the 3 atoms listed first:
C 4.81 -0.47 -6.76
C -4.37 -1.16 1.37
C -9.15 -1.78 0.76

No. 4
C19H22N2TeTi | ωB97M-V/def2-TZVPD

Results
Lowest unoccupied orbital energy (spin up / spin down), Ha: 0.006 / -0.013
Expectation value of S²: 2.02
Multiplicity: 3
E_tot, Ha: -1964.12883
E_HOMO (spin up / spin down), eV: -5.58 / -7.50
Kohn-Sham gap (spin up / spin down), Ha: 0.2113 / 0.2624

Each line ends with the Mulliken charge.
Geometry (Å):
C: 0.519223 4.264104 0.033424  -0.763
C: 1.407427 3.984828 1.249198  -0.785
H: 1.073207 4.112468 -0.895337  0.248
H: 0.245790 5.327314 0.076247  0.357
H: -0.416169 3.703940 0.004402  0.284
H: 1.972067 3.055811 1.204794  0.274
H: 2.144866 4.792784 1.315959  0.374
H: 0.826401 4.010710 2.174287  0.226
C: -0.557135 -0.565113 -2.611999  -0.001
C: -0.468248 -1.321778 -3.770086  -0.821
C: 0.241326 -2.529078 -3.757669  -0.442
C: 0.865691 -2.940776 -2.586374  -0.652
H: -1.109516 0.370923 -2.517621  0.403
H: -0.960614 -0.974661 -4.673270  0.367
H: 0.313511 -3.144406 -4.652312  0.414
H: 1.415468 -3.877333 -2.505334  0.282
N: 0.071518 -0.974515 -1.478554  -0.058
C: 0.786279 -2.155501 -1.436643  0.782
C: 1.319834 -2.522491 -0.130590  0.466
N: 1.024113 -1.647963 0.885780  0.073
C: 1.372656 -1.904096 2.170172  -0.184
C: 2.375352 -3.982955 1.479060  -0.470
C: 2.053564 -3.073392 2.489395  -0.812
H: 1.066845 -1.142789 2.885899  0.440
H: 2.320652 -3.262859 3.526243  0.366
C: 2.009743 -3.701226 0.166952  -0.708
H: 2.224928 -4.381371 -0.651665  0.318
H: 2.909502 -4.903206 1.710351  0.416
Ti: -0.366936 -0.332342 0.352735  -0.067
C: 0.380424 1.377239 0.901702  -1.213
H: 1.455791 1.266564 0.673076  0.353
H: 0.191774 1.782688 1.897135  0.643
H: -0.139325 1.946440 0.108897  0.221
Te: -2.570976 -1.100875 1.427918  -0.079
C: -3.877545 0.570874 1.661538  0.240
C: -3.483797 1.837386 2.118669  -0.125
C: -4.481081 2.793822 2.392436  -0.489
C: -5.834763 2.484376 2.216679  -0.433
C: -6.209637 1.216940 1.744061  -0.470
C: -5.236871 0.262450 1.443445  -0.624
H: -2.420477 2.049890 2.270603  0.272
H: -4.190906 3.788062 2.746249  0.339
H: -6.598086 3.233168 2.430846  0.353
H: -7.259897 0.978347 1.609978  0.346
H: -5.490360 -0.726597 1.070516  0.338

Cartesian forces (eV/Å) of the 3 atoms listed first:
C 0.13 0.77 0.19
C 0.37 0.70 0.00
H -0.13 -0.09 -0.02

What did the first record say?
C19H22FeNO7S | ωB97M-V/def2-TZVPD

Results
Lowest unoccupied orbital energy (spin up / spin down), Ha: 0.013 / -0.085
Expectation value of S²: 8.76
Multiplicity: 6
E_tot, Ha: -2980.56198
E_HOMO (spin up / spin down), eV: -8.65 / -8.67
Kohn-Sham gap (spin up / spin down), Ha: 0.3306 / 0.2338

Each line ends with the Mulliken charge.
Geometry (Å):
Fe: 1.342814 -0.209264 -1.566464  0.383
C: 4.159509 -0.508174 6.563318  -1.409
C: 3.802949 -0.555898 5.103977  0.977
C: 2.591984 -1.104840 4.685488  -0.822
C: 2.227474 -1.081498 3.351314  -0.704
C: 3.098460 -0.520933 2.427041  0.050
C: 4.320147 0.009259 2.811424  -0.405
C: 4.667710 -0.019751 4.150781  -0.681
S: 2.488577 -0.253612 0.795789  2.053
O: 1.643570 -1.379075 0.402459  -0.848
O: 3.584854 -0.029790 -0.140395  -0.746
N: 1.502240 0.998504 0.932246  -0.203
C: 2.014005 2.261084 0.871173  -0.476
C: 2.028797 2.843616 -0.812674  0.491
O: 2.010886 4.042781 -0.824896  -0.548
O: 2.111461 1.918635 -1.620947  -0.326
H: 3.531095 -1.178622 7.146560  0.358
H: 4.014435 0.505537 6.942035  0.299
H: 5.203477 -0.777204 6.722603  0.370
H: 1.922901 -1.548498 5.411923  0.323
H: 1.288803 -1.493648 3.003580  0.450
H: 4.987784 0.416619 2.062428  0.460
H: 5.622670 0.382308 4.466263  0.379
H: 3.076233 2.391229 1.103580  0.223
H: 1.374414 2.993760 1.351772  0.443
O: 3.160555 -0.252555 -2.945262  -0.576
H: 3.791836 -0.228362 -2.208221  0.404
H: 3.182291 0.637299 -3.324762  0.364
C: -6.867867 -0.325609 -2.854780  -1.447
C: -5.374913 -0.335061 -2.672821  0.505
C: -4.759622 0.487928 -1.742051  -0.959
C: -3.380575 0.502158 -1.573080  0.703
C: -2.799595 1.412124 -0.521871  -1.464
C: -2.592383 -0.356408 -2.359196  0.886
C: -3.200671 -1.231058 -3.278877  1.090
C: -2.416967 -2.201035 -4.121433  -1.492
C: -4.580079 -1.189316 -3.424410  -0.867
C: -1.104920 -0.321281 -2.231492  0.916
O: -0.405299 -1.367863 -2.327910  -0.858
O: -0.518274 0.783264 -2.013461  -0.782
H: -7.321471 0.529769 -2.356058  0.361
H: -7.308496 -1.233679 -2.437670  0.298
H: -7.127591 -0.287821 -3.913192  0.361
H: -5.366835 1.146079 -1.130220  0.289
H: -3.595256 1.825423 0.096934  0.384
H: -2.247683 2.229002 -0.982848  0.254
H: -2.095582 0.876341 0.115247  0.272
H: -1.588424 -1.711783 -4.630919  0.313
H: -3.064961 -2.666049 -4.863649  0.384
H: -1.981053 -2.976197 -3.492872  0.234
H: -5.053414 -1.847812 -4.145501  0.335

Cartesian forces (eV/Å) of the 3 atoms listed first:
Fe -1.01 0.70 -1.04
C 0.00 0.01 -0.07
C -0.01 -0.02 0.02

> What is the formula in the second record?

C19H22N2O2

> Look up the E_tot of the third one.

-1545.17992 Ha